A cluster of 8 separate species, C42H92F6N11O6P in total at a distorted geometry, computed with ωB97M-V/def2-TZVPD.

XYZ file:
```
158
Properties=species:S:1:pos:R:3
P -0.775 -0.802 0.628
F -1.554 0.671 0.977
F -0.937 -1.192 2.134
F -2.044 -1.497 0.002
F 0.149 -2.152 0.338
F -0.308 -0.204 -0.802
F 0.626 -0.043 1.144
C -3.693 0.482 -2.925
C -2.784 -0.607 -3.355
N -1.711 -0.474 -4.314
C -0.889 0.581 -4.283
C 0.141 0.293 -5.233
N -0.233 -0.768 -6.024
C -1.362 -1.268 -5.454
C 0.486 -1.324 -7.104
H -4.004 1.054 -3.799
H -3.182 1.171 -2.253
H -4.654 0.192 -2.502
H -3.412 -1.365 -3.824
H -2.335 -1.030 -2.457
H -1.090 1.334 -3.535
H 1.018 0.840 -5.547
H -1.841 -2.219 -5.636
H 0.402 -2.404 -6.985
H 1.459 -0.921 -7.385
H -0.095 -1.104 -8.000
C 3.969 -2.210 1.256
C 3.485 -3.417 0.432
N 3.169 -4.584 1.109
C 2.196 -4.695 2.104
C 2.198 -6.055 2.430
N 2.983 -6.766 1.586
C 3.589 -5.859 0.831
C 2.927 -8.255 1.401
H 4.931 -2.349 1.750
H 3.174 -1.961 1.959
H 3.986 -1.392 0.536
H 4.246 -3.593 -0.329
H 2.538 -3.209 -0.066
H 1.672 -3.805 2.423
H 1.563 -6.588 3.122
H 4.189 -6.092 -0.036
H 1.943 -8.556 1.040
H 3.221 -8.761 2.321
H 3.598 -8.604 0.616
C 2.484 2.578 -2.404
C 2.259 2.651 -0.897
N 1.629 3.875 -0.521
C 2.224 5.094 -0.211
C 1.132 5.957 0.225
N -0.040 5.244 0.162
C 0.295 3.941 -0.284
C -1.335 5.756 0.426
H 3.288 3.192 -2.809
H 1.611 2.700 -3.046
H 2.938 1.606 -2.600
H 3.232 2.605 -0.407
H 1.706 1.807 -0.484
H 3.293 5.099 -0.368
H 1.044 6.910 0.727
H -0.329 3.073 -0.441
H -1.873 5.150 1.155
H -2.045 5.762 -0.401
H -1.296 6.727 0.919
C -1.497 -6.088 1.484
C -2.890 -6.142 2.175
N -3.491 -4.871 2.506
C -4.731 -4.833 3.098
C -5.078 -3.486 3.277
N -3.926 -2.678 2.943
C -2.929 -3.576 2.535
C -3.916 -1.165 2.934
H -1.499 -5.810 0.431
H -1.065 -7.088 1.456
H -0.882 -5.493 2.160
H -2.870 -6.667 3.130
H -3.652 -6.770 1.713
H -5.353 -5.709 3.208
H -5.953 -3.019 3.705
H -1.955 -3.355 2.125
H -3.807 -0.738 1.937
H -3.169 -0.768 3.622
H -4.884 -0.843 3.318
C 2.077 0.204 8.749
O 1.532 0.520 7.513
C 0.796 -0.506 6.838
C 0.153 -0.050 5.486
N -0.164 1.440 5.658
H -0.742 1.657 6.457
H 0.743 1.816 5.894
C -0.464 2.266 4.362
C 0.709 2.332 3.413
O 2.019 2.693 3.946
C 2.154 4.126 4.245
H 2.627 1.059 9.141
H 2.786 -0.624 8.727
H 1.287 -0.062 9.452
H 0.138 -0.975 7.569
H 1.568 -1.249 6.638
H -0.734 -0.586 5.149
H 0.821 -0.201 4.637
H -0.699 3.215 4.846
H -1.374 1.825 3.957
H 0.579 2.853 2.464
H 0.968 1.287 3.242
H 3.049 4.225 4.860
H 1.431 4.760 4.760
H 2.368 4.605 3.290
C 7.128 0.186 -3.112
O 6.636 0.210 -4.444
C 7.128 -0.897 -5.184
C 6.146 -1.096 -6.371
N 4.678 -1.313 -5.835
H 4.541 -0.818 -4.966
H 4.134 -0.874 -6.565
C 4.341 -2.813 -5.613
C 2.935 -3.026 -4.895
O 2.879 -2.111 -3.861
C 1.679 -2.185 -3.041
H 6.779 -0.667 -2.529
H 6.768 1.123 -2.686
H 8.213 0.190 -3.211
H 7.184 -1.785 -4.554
H 8.117 -0.663 -5.579
H 6.313 -1.779 -7.204
H 6.099 -0.169 -6.943
H 5.157 -3.121 -4.959
H 4.449 -3.219 -6.618
H 2.806 -4.089 -4.688
H 2.085 -2.840 -5.550
H 0.759 -1.894 -3.547
H 1.712 -1.338 -2.356
H 1.425 -3.083 -2.477
C -4.832 7.618 -1.530
O -5.775 6.487 -1.345
C -5.739 5.971 0.017
C -6.628 4.726 0.315
N -6.340 3.559 -0.735
H -6.910 2.756 -0.510
H -6.802 3.832 -1.591
C -4.894 3.168 -1.028
C -4.350 2.419 0.169
O -4.255 3.320 1.292
C -3.684 2.813 2.453
H -4.827 8.413 -0.785
H -5.106 8.097 -2.470
H -3.811 7.239 -1.566
H -5.853 6.829 0.680
H -4.744 5.665 0.340
H -7.697 4.913 0.206
H -6.384 4.447 1.340
H -4.527 4.146 -1.339
H -5.147 2.572 -1.905
H -3.388 1.989 -0.108
H -5.015 1.614 0.481
H -2.742 2.347 2.167
H -4.237 1.945 2.811
H -3.657 3.437 3.346
```

Calculated values
E_HOMO ... -20.144 eV
Total energy ... -3647.53884 a.u.
Total charge ... +6
Relative energy (zero: lowest compared OMol25 entry of this formula, charge and spin) ... 122.99 kcal per mole
F_max ... 5.308 eV Å⁻¹
HOMO-LUMO gap ... 8.77 eV

Atomic partial charges in e from the Mulliken method, atoms 1 to 99: number 1, P, carries 2.048; number 2, F, carries -0.642; number 3, F, carries -0.373; number 4, F, carries -0.322; number 5, F, carries -0.546; number 6, F, carries -0.281; number 7, F, carries -0.528; number 8, C, carries -1.002; number 9, C, carries -0.658; number 10, N, carries 0.334; number 11, C, carries -0.452; number 12, C, carries -0.587; number 13, N, carries 0.331; number 14, C, carries -0.342; number 15, C, carries -0.973; number 16, H, carries 0.510; number 17, H, carries -0.024; number 18, H, carries 0.612; number 19, H, carries 0.344; number 20, H, carries 0.300; number 21, H, carries 0.551; number 22, H, carries 0.513; number 23, H, carries 0.379; number 24, H, carries 0.465; number 25, H, carries 0.212; number 26, H, carries 0.394; number 27, C, carries -1.027; number 28, C, carries -0.351; number 29, N, carries 0.277; number 30, C, carries -0.374; number 31, C, carries -0.700; number 32, N, carries 0.107; number 33, C, carries -0.123; number 34, C, carries -0.802; number 35, H, carries 0.401; number 36, H, carries 0.168; number 37, H, carries 0.329; number 38, H, carries 0.397; number 39, H, carries 0.201; number 40, H, carries 0.573; number 41, H, carries 0.536; number 42, H, carries 0.386; number 43, H, carries 0.341; number 44, H, carries 0.354; number 45, H, carries 0.331; number 46, C, carries -1.116; number 47, C, carries 0.111; number 48, N, carries 0.479; number 49, C, carries -0.417; number 50, C, carries -0.334; number 51, N, carries 0.317; number 52, C, carries -1.141; number 53, C, carries -0.801; number 54, H, carries 0.466; number 55, H, carries 0.260; number 56, H, carries 0.304; number 57, H, carries 0.375; number 58, H, carries -0.406; number 59, H, carries 0.513; number 60, H, carries 0.459; number 61, H, carries 0.885; number 62, H, carries 0.195; number 63, H, carries 0.396; number 64, H, carries 0.353; number 65, C, carries -1.099; number 66, C, carries -0.453; number 67, N, carries 0.175; number 68, C, carries -0.493; number 69, C, carries -0.352; number 70, N, carries 0.163; number 71, C, carries -0.147; number 72, C, carries -0.510; number 73, H, carries 0.353; number 74, H, carries 0.411; number 75, H, carries 0.236; number 76, H, carries 0.413; number 77, H, carries 0.440; number 78, H, carries 0.445; number 79, H, carries 0.448; number 80, H, carries 0.264; number 81, H, carries 0.207; number 82, H, carries 0.062; number 83, H, carries 0.391; number 84, C, carries -0.742; number 85, O, carries -0.334; number 86, C, carries -0.773; number 87, C, carries -0.147; number 88, N, carries -0.172; number 89, H, carries 0.395; number 90, H, carries 0.468; number 91, C, carries -0.496; number 92, C, carries 0.824; number 93, O, carries -0.442; number 94, C, carries -0.714; number 95, H, carries 0.271; number 96, H, carries 0.303; number 97, H, carries 0.336; number 98, H, carries 0.534; number 99, H, carries 0.383